The following is a DFT calculation (the ωB97M-V functional and the def2-TZVPD basis) of C47H62EuN8 as an isolated structure in a non-equilibrium geometry.

Each line ends with the Löwdin spin population.
Cartesian coordinates (Å):
Eu 0.328 0.046 0.177  4.05
C 1.119 1.418 -6.243  0.00
C 1.943 1.469 -4.948  0.01
C 1.077 1.639 -3.742  0.06
C 0.813 2.810 -3.035  0.08
C 1.330 4.180 -3.338  0.01
C 0.297 5.042 -4.077  0.01
C -0.031 2.486 -1.936  0.05
N -0.347 1.126 -2.058  0.06
C 0.406 0.567 -3.093  0.07
C 0.562 -0.828 -3.338  0.16
C 0.419 -1.906 -2.447  0.04
C 0.599 -3.311 -2.761  0.07
C 1.025 -3.838 -4.097  0.01
C -0.126 -3.892 -5.110  0.01
C 0.322 -4.019 -1.621  0.02
C -0.050 -3.055 -0.602  0.09
C -0.520 -3.353 0.679  0.06
C -1.001 -2.483 1.689  0.07
N -1.023 -1.119 1.592  0.06
C -1.551 -0.622 2.751  0.05
C -1.701 0.755 3.035  0.14
C -1.402 1.853 2.220  0.09
N -0.914 1.774 0.941  0.05
C -0.824 3.036 0.430  0.06
C -0.420 3.347 -0.881  0.20
C -1.188 3.980 1.465  0.09
C -1.543 3.250 2.573  0.05
C -2.012 3.761 3.901  0.00
C -3.540 3.861 3.989  0.00
C -1.130 5.470 1.323  0.01
C -2.366 6.053 0.627  0.01
C -1.889 -1.713 3.622  0.05
C -1.542 -2.875 2.960  0.02
C -1.695 -4.281 3.452  0.00
C -3.021 -4.921 3.023  0.00
C -2.507 -1.579 4.979  0.01
C -4.018 -1.323 4.917  0.00
N 0.086 -1.792 -1.128  0.04
C 0.350 -5.506 -1.445  0.00
C -0.983 -6.172 -1.810  0.00
H 1.760 1.246 -7.112  0.00
H 0.578 2.353 -6.390  0.00
H 0.383 0.615 -6.187  0.00
H 2.670 2.283 -5.019  0.00
H 2.512 0.537 -4.863  0.00
H 2.236 4.111 -3.947  0.00
H 1.611 4.692 -2.410  0.00
H 0.028 4.581 -5.029  0.00
H 0.686 6.045 -4.272  0.00
H -0.614 5.128 -3.483  0.00
H 0.936 -1.077 -4.326  0.01
H 1.445 -4.841 -3.979  0.00
H 1.820 -3.200 -4.496  0.00
H -0.891 -4.596 -4.782  0.00
H 0.228 -4.201 -6.097  0.00
H -0.591 -2.909 -5.196  0.00
H -0.570 -4.411 0.920  0.00
H -2.108 0.990 4.013  0.01
H -0.313 4.404 -1.103  0.01
H -1.579 4.748 4.088  0.00
H -1.652 3.097 4.692  0.00
H -3.918 4.562 3.244  0.00
H -3.859 4.204 4.977  0.00
H -3.994 2.888 3.794  0.00
H -0.239 5.738 0.747  0.00
H -1.024 5.926 2.312  0.00
H -2.513 5.566 -0.338  0.00
H -2.257 7.129 0.464  0.00
H -3.259 5.882 1.229  0.00
H -1.628 -4.303 4.543  0.00
H -0.872 -4.892 3.071  0.00
H -3.864 -4.369 3.442  0.00
H -3.086 -5.960 3.360  0.00
H -3.115 -4.902 1.936  0.00
H -2.033 -0.753 5.518  0.00
H -2.321 -2.485 5.563  0.00
H -4.221 -0.424 4.333  0.00
H -4.440 -1.195 5.917  0.00
H -4.527 -2.156 4.429  0.00
H 0.589 -5.744 -0.405  0.00
H 1.144 -5.935 -2.064  0.00
H -1.787 -5.765 -1.195  0.00
H -0.942 -7.255 -1.663  0.00
H -1.231 -5.980 -2.855  0.00
N 2.778 -0.001 -1.224  0.00
C 3.555 1.199 -1.547  0.00
C 4.381 1.704 -0.370  0.00
C 3.570 2.124 0.875  0.00
N 2.126 2.184 0.636  0.00
H 3.420 -0.767 -1.039  0.00
H 2.260 -0.271 -2.058  0.00
H 2.852 1.965 -1.867  0.00
H 4.244 1.028 -2.387  0.00
H 4.963 2.556 -0.730  0.00
H 5.097 0.926 -0.084  0.00
H 3.965 3.081 1.239  0.00
H 3.729 1.396 1.672  0.00
H 1.892 2.897 -0.048  0.00
H 1.663 2.473 1.493  0.00
C -1.488 0.505 -1.510  0.05
H -1.871 -0.263 -2.173  0.01
H -2.234 1.230 -1.204  0.01
N 3.564 -1.999 2.821  0.00
C 2.853 -1.716 1.692  0.00
N 2.042 -0.708 1.848  0.00
C 2.206 -0.296 3.159  0.00
C 1.592 0.737 3.867  0.00
C 1.977 0.919 5.184  0.00
C 2.946 0.119 5.794  0.00
C 3.571 -0.908 5.104  0.00
C 3.177 -1.095 3.787  0.00
H 4.237 -2.735 2.925  0.00
H 2.924 -2.314 0.795  0.00
H 0.828 1.353 3.410  0.00
H 1.506 1.708 5.759  0.00
H 3.211 0.296 6.829  0.00
H 4.329 -1.525 5.568  0.00

For the orbital gap (alpha / beta), the calculation gives 3.2512 / 4.6669 eV. Its LUMO energy (alpha / beta) is 2.02 / 2.01 eV. As for the spin multiplicity: 7. As for the total charge: -1. Its calculated total energy is -80996.1886 eV. As for the largest force on an atom: 1.7 eV/Å.